Here is a molecular structure, C31H33N5O3SSbTi from the OMol25 dataset. Energies are from ωB97M-V/def2-TZVPD.

E_HOMO in eV: -10.63
Orbital gap in eV: 6.86
M in g/mol: 725.3
Charge: +1
DFT total energy in eV: -86759.741
Energy relative to the best compared isomer or geometry (same formula, charge and spin) in kJ/mol: 29.9

Last column: Löwdin charge in e.
Cartesian coordinates (Å):
Ti: -1.4284 0.4568 -0.3889  1.0407
O: -1.2992 -0.5337 -1.9000  -0.2141
C: -1.9723 -1.6430 -2.2678  -0.2737
C: -1.3180 -2.7059 -2.8666  0.0162
C: -2.0482 -3.8110 -3.2745  -0.0369
C: -3.4316 -3.8570 -3.1248  -0.0571
C: -4.0793 -2.8012 -2.5162  -0.0070
C: -3.3571 -1.6990 -2.0510  -0.1295
C: -4.0643 -0.6509 -1.3471  -0.0511
N: -3.5079 0.2672 -0.6420  -0.0476
C: -4.3709 1.2372 0.0624  -0.1328
C: -3.5053 2.1046 0.9962  -0.1584
N: -2.3462 1.2900 1.3438  -0.0648
C: -2.0890 0.9508 2.5494  -0.0479
C: -1.1584 -0.1036 2.9074  -0.1607
C: -0.7511 -0.2390 4.2426  -0.0242
C: -0.0041 -1.3229 4.6435  -0.0595
C: 0.3126 -2.3159 3.7121  -0.0422
C: -0.0969 -2.2193 2.3975  0.0090
C: -0.8156 -1.1033 1.9758  -0.2978
O: -1.2026 -1.0198 0.7012  -0.1470
H: -0.2474 -2.6523 -3.0114  0.1053
H: -1.5295 -4.6470 -3.7251  0.1170
H: -3.9917 -4.7093 -3.4819  0.1126
H: -5.1529 -2.8237 -2.3739  0.1246
H: -5.1523 -0.6812 -1.3990  0.1469
H: -5.1116 0.6879 0.6450  0.1312
H: -4.8943 1.8584 -0.6653  0.1256
H: -4.0752 2.3998 1.8779  0.1274
H: -3.1698 2.9937 0.4671  0.1083
H: -2.6386 1.4265 3.3641  0.1517
H: -1.0310 0.5268 4.9573  0.1241
H: 0.3071 -1.4215 5.6739  0.1127
H: 0.8836 -3.1803 4.0259  0.1178
H: 0.1360 -2.9854 1.6700  0.1327
N: -1.5751 2.3065 -1.3347  0.0920
C: -1.9613 2.2639 -2.4469  -0.1600
C: -2.5129 2.1586 -3.6860  -0.2352
C: -1.7496 2.4175 -4.8574  -0.2136
N: -1.1083 2.6136 -5.7926  0.1610
C: -3.8386 1.6419 -3.7008  -0.2002
N: -4.8964 1.1959 -3.5911  0.1709
C: 2.2309 -1.1003 -4.0849  -0.3445
Sb: 1.9985 -0.2428 -2.1354  1.3048
C: 4.0984 0.1189 -1.8430  -0.3423
C: 1.5870 1.7107 -2.9495  -0.3084
H: 2.9652 -0.5226 -4.6454  0.0123
H: 1.2770 -1.0676 -4.6112  0.0015
H: 2.5694 -2.1341 -4.0215  0.0008
H: 4.4542 0.8621 -2.5558  0.0044
H: 4.6459 -0.8107 -2.0032  0.0032
H: 4.3097 0.4612 -0.8285  -0.0180
H: 2.5306 2.2059 -3.1749  0.0100
H: 1.0076 2.3320 -2.2685  -0.0334
H: 1.0249 1.5933 -3.8764  -0.0024
C: 5.1467 -1.0999 4.2981  -0.0345
C: 4.0221 -0.3688 3.6203  -0.2508
C: 3.5264 0.8199 4.1616  -0.0223
C: 2.5406 1.5395 3.5138  -0.0750
C: 2.0385 1.0559 2.3095  -0.4025
C: 2.4719 -0.1409 1.7714  -0.0717
C: 3.4730 -0.8399 2.4329  -0.0148
S: 0.8370 2.0545 1.4812  1.0465
C: 1.9601 3.1417 0.6215  -0.1848
O: 0.3063 1.1923 0.3243  -0.6428
H: 4.9960 -1.1435 5.3767  0.0863
H: 6.0910 -0.5818 4.1213  0.0935
H: 5.2468 -2.1154 3.9191  0.0810
H: 3.9211 1.1839 5.1023  0.1245
H: 2.1772 2.4702 3.9362  0.1193
H: 2.0378 -0.5197 0.8542  0.0602
H: 3.8364 -1.7677 2.0075  0.1248
H: 2.5580 2.5332 -0.0566  0.0643
H: 2.5867 3.6353 1.3631  0.0736
H: 1.3706 3.8739 0.0718  0.0711